a.
Below is a cluster of 2 separate species, C3H11NOS2 in total, with properties calculated with the ωB97M-V functional and the def2-TZVPD basis.

Properties
Molecular weight   141.26 Da
LUMO   0.67 eV
Charge   0
Structure (SMILES)   CSSCCN.O

```
18
Properties=species:S:1:pos:R:3:mulliken_charge:R:1
C 1.984 1.703 -1.126 -0.8753
S 0.441 1.546 -0.165 0.0094
S -0.473 -0.052 -1.023 -0.1625
C 0.797 -1.366 -0.720 -0.5617
C 0.675 -1.913 0.687 -0.4210
N -0.628 -2.371 1.102 -0.6287
H 1.728 1.335 -2.111 0.3047
H 2.793 1.257 -0.548 0.2689
H 2.212 2.766 -1.027 0.3433
H 0.724 -2.057 -1.553 0.3906
H 1.836 -1.004 -0.775 0.2508
H 1.389 -2.725 0.829 0.3497
H 1.005 -1.061 1.318 0.2806
H -1.390 -1.793 0.771 0.2116
H -0.677 -2.325 2.112 0.2747
O -2.529 0.898 2.004 -0.6281
H -2.707 1.310 1.159 0.3083
H -2.140 0.089 1.647 0.2845
```

b.
Below is a cluster of 3 separate species, C3H11NOS2 in total, with properties calculated with the ωB97M-V functional and the def2-TZVPD basis.

Properties
Molecular weight   141.26 Da
LUMO   -3.16 eV
Charge   0

```
18
Properties=species:S:1:pos:R:3:mulliken_charge:R:1
S -3.511 0.065 -0.942 -0.2255
S 3.896 -0.185 0.092 -0.2172
C 2.172 -0.444 -0.403 -0.5869
C 1.141 0.360 0.410 -0.6318
N -0.182 -0.195 0.162 -0.1961
C -0.668 -0.048 -1.199 -0.7207
H 3.936 1.157 0.132 0.1023
H 2.015 -1.426 0.047 0.2931
H 2.073 -0.262 -1.465 0.3874
H 1.351 0.172 1.463 0.3463
H 1.218 1.439 0.229 0.4118
H -0.849 0.221 0.799 0.2133
H -0.796 0.999 -1.478 0.4050
H -0.102 -0.694 -1.857 0.3773
H -1.701 -0.507 -1.153 0.0893
H -2.960 0.713 1.373 0.2603
H -3.020 0.229 2.825 0.2929
O -2.405 0.513 2.143 -0.6008
```

c.
Below is a cluster of 2 separate species, C3H11NOS2 in total, with properties calculated with the ωB97M-V functional and the def2-TZVPD basis.

Properties
Molecular weight   141.26 Da
LUMO   0.09 eV
Charge   0
Structure (SMILES)   CNCCSS.O

```
18
Properties=species:S:1:pos:R:3:mulliken_charge:R:1
C -1.192 0.341 0.511 -0.9274
N -1.229 -0.749 -0.462 -0.2083
C -0.894 -0.501 -1.860 -0.5166
C 0.313 -1.231 -2.488 -0.6042
S 1.723 -1.813 -1.282 -0.0857
S 2.087 -0.196 0.080 -0.2510
H -0.356 1.111 0.670 0.2799
H -0.827 -0.062 1.537 0.3253
H -2.107 0.937 0.666 0.3368
H -2.140 -1.375 -0.322 0.2661
H -1.884 -0.696 -2.514 0.3050
H -0.825 0.627 -2.181 0.2338
H 0.793 -0.643 -3.242 0.3496
H -0.152 -2.116 -3.004 0.3140
H 2.135 -0.917 1.243 0.1809
O 1.762 2.692 4.454 -0.6145
H 1.626 2.505 3.444 0.3232
H 1.167 2.087 4.748 0.2933
```

d.
Below is a cluster of 3 separate species, C3H11NOS2 in total, with properties calculated with the ωB97M-V functional and the def2-TZVPD basis.

Properties
Molecular weight   141.26 Da
LUMO   -4.51 eV
Charge   0

```
18
Properties=species:S:1:pos:R:3:mulliken_charge:R:1
N 0.220 2.627 0.679 -0.5183
C 0.565 1.257 0.297 -0.0411
C 0.542 1.175 -1.224 -1.2407
S -1.518 -1.101 -0.627 -0.0473
S 0.052 -2.084 0.247 0.1194
C -0.865 -2.873 1.619 -0.7452
H 0.299 2.776 1.657 0.2373
H 0.893 3.214 0.227 0.3417
H -0.173 0.584 0.719 0.2682
H 1.573 0.972 0.631 0.2151
H 1.278 1.902 -1.683 0.3509
H 0.747 0.186 -1.563 0.3705
H -1.645 -3.484 1.175 0.3102
H -1.320 -2.035 2.257 0.2757
H -0.208 -3.519 2.202 0.3306
H 2.554 4.470 -0.848 0.2121
H -0.420 1.468 -1.583 0.3581
O 2.111 3.586 -0.753 -0.7974
```

Stability verdict: a, ahead by 2.388 eV

a.
Below is a cluster of 2 separate species, C3H11NOS2 in total, with properties calculated with the ωB97M-V functional and the def2-TZVPD basis.

Properties
Molecular weight   141.26 Da
LUMO   0.15 eV
Charge   0
Structure (SMILES)   CNCCSS.O

```
18
Properties=species:S:1:pos:R:3:mulliken_charge:R:1
C -1.738 1.494 -1.606 -0.8468
N -0.758 0.490 -1.284 -0.2584
C -0.906 -0.819 -0.909 -0.4778
C -0.170 -1.027 0.399 -0.6224
S 1.641 -1.615 0.412 -0.0918
S 1.736 -2.973 -1.301 -0.2561
H -2.149 1.447 -2.637 0.2727
H -2.602 1.298 -0.861 0.2818
H -1.401 2.466 -1.419 0.2856
H -0.005 0.472 -1.936 0.2243
H -0.664 -1.427 -1.823 0.3995
H -2.000 -1.191 -0.666 0.2932
H -0.375 -0.097 1.058 0.2830
H -0.667 -1.909 0.860 0.3359
H 2.595 -2.147 -1.990 0.1769
O 2.776 1.628 4.641 -0.6639
H 1.945 1.230 4.216 0.3264
H 2.744 2.680 4.847 0.3378
```

b.
Below is a cluster of 2 separate species, C3H11NOS2 in total, with properties calculated with the ωB97M-V functional and the def2-TZVPD basis.

Properties
Molecular weight   141.26 Da
LUMO   0.48 eV
Charge   0
Structure (SMILES)   CNCCSS.O

```
18
Properties=species:S:1:pos:R:3:mulliken_charge:R:1
C -1.830 1.366 1.511 -0.9270
N -1.386 0.193 0.769 -0.3136
C -0.201 0.259 -0.115 -0.1871
C 1.063 0.346 0.743 -0.8722
S 1.218 -1.081 1.841 -0.0051
S 2.804 -2.104 0.769 -0.1840
H -1.025 1.797 2.122 0.3035
H -2.580 1.049 2.240 0.3221
H -2.273 2.203 0.978 0.3193
H -2.182 -0.089 0.214 0.2045
H -0.354 -0.635 -0.739 0.2323
H -0.258 1.256 -0.658 0.2229
H 0.982 1.212 1.408 0.2949
H 1.881 0.599 0.084 0.4502
H 2.875 -1.303 -0.330 0.1452
O 0.657 -2.003 -3.601 -0.6317
H 0.836 -1.155 -4.014 0.3162
H -0.229 -1.909 -3.226 0.3095
```

Stability verdict: b, ahead by 1.070 eV

a.
Below is a cluster of 2 separate species, C3H11NOS2 in total, with properties calculated with the ωB97M-V functional and the def2-TZVPD basis.

Properties
Molecular weight   141.26 Da
LUMO   0.58 eV
Charge   0
Structure (SMILES)   CNCCSS.O

```
18
Properties=species:S:1:pos:R:3:mulliken_charge:R:1
C 1.472 -1.401 -1.463 -0.8633
N 0.857 -0.828 -0.242 -0.2255
C -0.211 -1.410 0.555 -0.3482
C -0.309 -0.767 1.924 -0.8122
S -0.466 1.018 1.843 -0.0151
S -2.441 1.557 1.436 -0.2201
H 2.482 -1.793 -1.300 0.2456
H 1.704 -0.670 -2.260 0.2515
H 0.715 -2.093 -1.862 0.3226
H 1.712 -0.691 0.281 0.1827
H -1.154 -1.291 -0.005 0.2439
H -0.052 -2.525 0.553 0.3421
H 0.467 -1.042 2.620 0.3722
H -1.303 -1.008 2.319 0.3603
H -2.380 2.815 1.997 0.1642
O -0.200 3.524 -1.815 -0.6222
H -0.733 2.733 -1.872 0.3137
H -0.159 3.872 -2.707 0.3078
```

b.
Below is a cluster of 2 separate species, C3H11NOS2 in total, with properties calculated with the ωB97M-V functional and the def2-TZVPD basis.

Properties
Molecular weight   141.26 Da
LUMO   0.57 eV
Charge   0
Structure (SMILES)   CNCCSS.O

```
18
Properties=species:S:1:pos:R:3:mulliken_charge:R:1
C -2.809 2.138 1.135 -0.8628
N -2.223 0.789 1.047 -0.4318
C -1.353 0.644 -0.102 -0.4895
C -0.790 -0.798 -0.170 -0.5031
S 1.031 -0.661 -0.264 -0.0226
S 1.761 -2.492 0.305 -0.2655
H -2.225 2.909 0.626 0.2789
H -3.725 2.074 0.532 0.2708
H -3.128 2.332 2.154 0.3484
H -1.757 0.570 1.917 0.2362
H -0.524 1.362 -0.078 0.2799
H -1.950 0.811 -0.985 0.2995
H -1.012 -1.299 0.762 0.4115
H -1.199 -1.229 -1.076 0.3158
H 2.148 -2.264 1.576 0.1356
O 0.865 2.813 -1.793 -0.6006
H 1.334 3.018 -2.610 0.2927
H 1.417 3.219 -1.111 0.3065
```

Stability verdict: b, ahead by 0.883 eV